w.
5 unconnected molecules or ions with the total composition C19H26F4O11. Source: the OMol25 dataset; level of theory: ωB97M-V with the def2-TZVPD basis set.

Each line ends with the natural charge from an NBO analysis.
Geometry (Å):
F (1.26559, 0.40785, -0.91951)  -0.317
H (0.44922, -3.78041, 1.44152)  0.259
O (2.70830, 4.86329, 1.83863)  -0.562
C (1.65013, 5.40635, 1.73783)  0.799
C (0.25118, -3.13783, 0.58160)  -0.535
H (1.16388, -3.00439, 0.00881)  0.251
C (-2.10773, -2.99344, 0.44173)  -0.065
O (-1.60318, -1.74196, 0.94953)  -0.519
H (1.51011, 7.41123, 2.42689)  0.237
C (-2.42542, -6.02017, 5.34043)  -0.071
F (3.23334, 1.44223, 0.22930)  -0.317
O (2.74497, 0.18583, -7.22307)  -0.494
H (-2.38564, -5.24687, 6.10238)  0.202
C (-0.25208, -1.80514, 1.09012)  0.801
O (0.80759, 5.14480, 0.70894)  -0.503
C (2.54699, 2.39244, -0.45833)  0.486
H (-4.02789, -4.95274, 4.37420)  0.212
H (-3.23545, -7.61632, 3.10967)  0.241
H (-1.39748, 0.55752, 1.23534)  0.529
C (-0.35085, 5.99375, 0.77597)  -0.069
O (0.36490, -0.89564, 1.55752)  -0.577
C (-3.19110, -6.52734, 3.15863)  -0.530
O (-1.46752, 1.38800, 0.73109)  -0.704
H (-2.46517, -3.58403, 1.28818)  0.174
C (-0.24969, 1.93875, 0.71042)  0.994
C (1.76540, 2.05768, -6.18264)  -0.429
H (-0.99792, -4.73376, -0.28707)  0.240
H (-2.26909, -6.99183, 5.81285)  0.181
C (2.20925, -0.27882, -6.06658)  0.789
C (-1.72951, -6.11730, 3.15788)  0.793
C (-3.69525, -5.98405, 4.49596)  -0.430
F (1.20812, 2.00711, -2.40812)  -0.314
H (-4.51218, -6.55291, 4.93341)  0.226
C (-0.92220, -3.64987, -0.25259)  -0.430
F (3.35466, 2.84561, -1.46740)  -0.333
C (1.79016, 0.89111, -5.19604)  -0.529
H (-0.95741, 7.37809, 2.36240)  0.222
H (0.78733, 2.11701, -6.66164)  0.208
O (-1.34944, -5.79419, 4.41196)  -0.484
H (2.54304, 1.02632, -4.41962)  0.245
H (-0.19583, 6.83695, 0.09958)  0.178
H (2.62059, 1.98637, -8.20753)  0.195
H (-2.94242, -2.78253, -0.22194)  0.198
O (0.07642, 2.27811, -0.58198)  -0.535
H (1.20578, 6.19664, 3.68414)  0.247
H (-0.83822, -3.27795, -1.27464)  0.213
C (1.26157, 1.75507, -1.08076)  0.850
H (3.82297, 1.91291, -6.90639)  0.178
H (-1.21191, 5.42342, 0.43701)  0.200
O (-0.97182, -6.08019, 2.23356)  -0.578
H (2.29587, 3.20587, 0.20761)  0.193
C (1.03371, 6.45386, 2.64361)  -0.528
O (0.44159, 2.16305, 1.65442)  -0.552
C (2.81270, 1.62163, -7.20174)  -0.071
H (-0.96970, 5.67313, 2.81372)  0.216
H (0.83101, 0.69014, -4.73094)  0.245
H (1.98211, 3.02546, -5.73594)  0.224
H (-3.70017, -6.11202, 2.29376)  0.241
C (-0.43996, 6.43002, 2.23499)  -0.430
O (2.12375, -1.44589, -5.83113)  -0.564

Properties
gap between HOMO and LUMO = 10.430 eV
HOMO = -9.94 eV
SMILES = O=C(O)OC(F)(F)C(F)F.O=C1CCCO1.O=C1CCCO1.O=C1CCCO1.O=C1CCCO1
charge = 0

x.
5 unconnected molecules or ions with the total composition C19H26F4O11. Source: the OMol25 dataset; level of theory: ωB97M-V with the def2-TZVPD basis set.

Each line ends with the natural charge from an NBO analysis.
Geometry (Å):
O (3.57478, -2.65100, -6.38141)  -0.490
O (-0.37102, 2.04358, -2.09184)  -0.518
H (0.14079, -2.77087, 2.81864)  0.256
F (2.23375, 1.11129, -0.05604)  -0.325
H (-4.08442, -3.22139, 6.32457)  0.211
C (-1.59619, -4.35458, 5.66263)  0.791
H (-2.76243, -3.13341, 2.80676)  0.173
H (-3.33351, -3.26073, 1.12733)  0.194
C (-2.93637, -4.98747, 5.92065)  -0.530
C (1.51648, 5.66280, -0.51725)  0.795
H (-1.02269, 6.86227, -0.35916)  0.214
H (1.87681, 7.75962, -0.52484)  0.238
C (-2.49650, -2.95841, 1.75977)  -0.067
O (-1.31720, -3.43420, 6.62443)  -0.481
H (-0.39552, 8.24826, -1.25989)  0.223
H (-1.09164, -4.62872, 1.84297)  0.237
O (-0.84745, -4.63573, 4.76104)  -0.575
C (-0.18184, 7.22033, -0.96175)  -0.430
C (3.93933, -1.32727, -6.78640)  -0.071
H (-3.51328, -5.07502, 4.99989)  0.242
C (2.76993, -0.45490, -6.39459)  -0.429
C (-3.56955, -4.00815, 6.88540)  -0.430
H (2.75504, -0.79832, -4.25063)  0.248
C (2.04610, 1.84032, -1.26798)  0.476
O (0.85563, 5.23263, -1.62696)  -0.497
H (-2.78515, -5.96879, 6.37661)  0.241
H (-2.49381, 0.99195, -0.16910)  0.526
H (-2.54940, -2.40707, 7.93584)  0.201
O (-2.42439, 1.75410, -0.80616)  -0.722
H (-1.18480, -3.79720, 0.28510)  0.209
O (-0.38574, -0.25128, 1.58743)  -0.566
O (-0.56084, 2.69247, 0.19122)  -0.514
H (3.04632, 0.58855, -6.23248)  0.224
H (0.93880, 7.18169, 0.89297)  0.249
C (-0.89237, -1.34310, 1.62634)  0.791
C (-2.36919, -3.42841, 7.59578)  -0.072
H (4.86067, -1.04518, -6.26786)  0.178
H (0.70815, -2.68776, 1.11647)  0.249
H (-2.05793, -4.03642, 8.45050)  0.180
O (2.33784, 5.00837, 0.07293)  -0.561
F (1.18984, 0.87357, -3.34145)  -0.336
F (0.41932, -0.11651, -1.42430)  -0.325
H (1.85763, 2.95349, -0.99045)  0.224
H (-0.89925, 5.88529, -2.51474)  0.200
C (0.74786, 1.16316, -1.99623)  0.863
C (-1.05331, 2.18360, -0.84627)  0.979
F (3.19036, 1.79576, -2.14170)  -0.340
H (2.00658, -0.48355, -7.17901)  0.206
C (-0.15938, -2.64733, 1.77514)  -0.536
C (1.10461, 7.06864, -0.17828)  -0.528
C (0.03881, 6.29363, -2.13414)  -0.070
C (2.62525, -2.57939, -5.40756)  0.787
O (-2.23762, -1.56088, 1.58184)  -0.507
C (-1.21349, -3.65274, 1.37013)  -0.432
H (1.16853, -1.03505, -5.05597)  0.247
H (-4.29215, -4.46516, 7.56374)  0.225
H (4.12011, -1.30935, -7.86285)  0.194
C (2.24797, -1.14573, -5.15335)  -0.529
O (2.18951, -3.53604, -4.81970)  -0.565
H (0.57164, 6.78173, -2.95573)  0.179

Properties
gap between HOMO and LUMO = 10.411 eV
HOMO = -9.86 eV
SMILES = O=C(O)OC(F)(F)C(F)F.O=C1CCCO1.O=C1CCCO1.O=C1CCCO1.O=C1CCCO1
charge = 0

Which structure is most stable, and how do the rest compare? From most to least stable: w, x.

w.
C3H3ClOS in the gas phase. Source: the OMol25 dataset; level of theory: ωB97M-V with the def2-TZVPD basis set.

Each line ends with the natural charge from an NBO analysis.
Geometry (Å):
H (1.26472, 2.32794, -0.44720)  0.477
H (-1.06426, -1.49920, 0.08760)  0.229
S (2.03345, -1.06856, -0.03083)  -0.090
O (2.00780, 1.56297, -0.05004)  -0.627
C (1.21610, 0.42869, 0.03525)  0.230
Cl (-2.78770, -0.01058, -0.07158)  -0.015
C (-1.10024, -0.47760, 0.07395)  -0.052
C (-0.22990, 0.47406, 0.20840)  -0.383
H (-0.72296, 1.39333, 0.56446)  0.231

Properties
gap between HOMO and LUMO = 7.943 eV
HOMO = -8.91 eV
SMILES = OC(=S)/C=C/Cl
charge = 0

x.
C3H3ClOS in the gas phase. Source: the OMol25 dataset; level of theory: ωB97M-V with the def2-TZVPD basis set.

Each line ends with the natural charge from an NBO analysis.
Geometry (Å):
S (2.59063, -0.55558, -0.00541)  0.025
C (-1.29577, 0.39995, -0.00938)  -0.122
Cl (-2.87126, -0.28002, -0.00444)  0.033
H (1.98792, -1.75876, 0.01751)  0.119
C (-0.19389, -0.35066, 0.00961)  -0.368
O (1.15142, 1.58908, 0.00308)  -0.554
H (-1.22597, 1.50332, 0.06120)  0.250
H (-0.17911, -1.41803, 0.08258)  0.225
C (1.08419, 0.38580, -0.00422)  0.392

Properties
gap between HOMO and LUMO = 9.984 eV
HOMO = -10.17 eV
SMILES = O=C(S)/C=C/Cl
charge = 0

Which structure is most stable, and how do the rest compare? From most to least stable: x, w.

w.
2 unconnected molecules or ions with the total composition C2H8N3O. Source: the OMol25 dataset; level of theory: ωB97M-V with the def2-TZVPD basis set.

Each line ends with the natural charge from an NBO analysis.
Geometry (Å):
H (-2.79723, 1.30301, 1.05245)  0.219
H (2.74616, -1.31607, -0.07658)  0.382
O (-3.14092, -0.34560, -0.12603)  -0.332
H (2.18969, 1.11281, -1.03864)  0.363
N (2.41440, 0.70665, -0.15899)  -0.683
N (-0.71613, -0.87332, -0.04897)  -0.690
H (3.41268, 0.87070, -0.07222)  0.366
C (-2.56586, 0.99794, 0.12605)  -0.109
H (1.66626, -0.81186, 1.01285)  0.358
H (0.29638, -0.67467, -0.07348)  0.466
C (-1.85487, -0.22273, 0.03442)  0.678
H (-2.72329, 1.77470, -0.59966)  0.248
H (-0.93263, -1.85145, -0.11708)  0.424
N (2.00537, -0.67012, 0.08589)  -0.688

Properties
gap between HOMO and LUMO = 9.558 eV
HOMO = -13.66 eV
charge = +1

x.
2 unconnected molecules or ions with the total composition C2H8N3O. Source: the OMol25 dataset; level of theory: ωB97M-V with the def2-TZVPD basis set.

Each line ends with the natural charge from an NBO analysis.
Geometry (Å):
H (1.40793, 0.28503, -1.55744)  0.399
H (-0.48915, -0.85533, -0.63941)  0.470
H (0.23935, 1.39248, -1.42901)  0.408
C (-2.41669, -1.51451, -0.49004)  0.144
H (-3.05617, -2.26510, -0.05342)  0.225
C (0.86520, 0.76748, 0.37865)  0.780
H (-0.78158, -2.60569, -0.36853)  0.431
N (-1.15823, -1.67434, -0.51628)  -0.580
H (2.07645, 1.80844, 1.60234)  0.419
H (-2.85340, -0.60890, -0.89829)  0.222
N (1.80308, 1.71723, 0.63388)  -0.807
O (0.23540, 0.17086, 1.21311)  -0.590
H (2.57415, 1.80615, -0.01070)  0.402
N (0.57194, 0.51706, -1.02782)  -0.925

Properties
gap between HOMO and LUMO = 9.673 eV
HOMO = -14.41 eV
charge = +1

y.
2 unconnected molecules or ions with the total composition C2H8N3O. Source: the OMol25 dataset; level of theory: ωB97M-V with the def2-TZVPD basis set.

Each line ends with the natural charge from an NBO analysis.
Geometry (Å):
N (0.85428, 2.61898, 1.52639)  -0.762
H (-0.87355, -0.16419, -0.57091)  0.457
H (0.71488, 2.13723, 2.40465)  0.415
N (-1.20226, -0.91304, -1.20066)  -0.713
H (0.60698, 2.62024, -0.49126)  0.146
C (0.52279, 1.99924, 0.40072)  0.558
C (-0.64929, -2.07642, -0.98777)  0.395
H (-0.82086, -2.93506, -1.61823)  0.224
O (0.16758, 0.82166, 0.36942)  -0.729
H (1.10239, 3.59610, 1.54711)  0.419
H (0.78104, -3.10939, -0.03915)  0.430
N (0.24521, -2.25802, -0.03997)  -0.713
H (-2.01269, -0.87816, -1.79654)  0.433
H (0.56348, -1.45919, 0.49621)  0.439

Properties
gap between HOMO and LUMO = 11.561 eV
HOMO = -14.54 eV
charge = +1

z.
2 unconnected molecules or ions with the total composition C2H8N3O. Source: the OMol25 dataset; level of theory: ωB97M-V with the def2-TZVPD basis set.

Each line ends with the natural charge from an NBO analysis.
Geometry (Å):
N (1.35608, 1.03919, -0.28366)  -0.727
C (-1.92774, -1.43954, -0.79247)  0.534
H (-1.67999, -2.48613, -0.47663)  0.149
H (1.18559, 0.12975, 1.97512)  0.419
N (-2.99954, -1.22049, -1.55164)  -0.800
N (2.03661, 0.71576, 1.99819)  -0.715
H (-3.90201, -1.78348, -1.41498)  0.424
C (2.26804, 1.26965, 0.79803)  0.418
O (-1.20587, -0.48676, -0.38628)  -0.710
H (1.55310, 1.41782, -1.22784)  0.451
H (2.82364, 0.27591, 2.43114)  0.441
H (3.21619, 1.92010, 0.67716)  0.252
H (-3.14040, -0.26706, -1.87131)  0.410
H (0.41629, 0.91528, 0.12519)  0.455

Properties
gap between HOMO and LUMO = 8.867 eV
HOMO = -13.41 eV
charge = +1

Which structure is most stable, and how do the rest compare? From most to least stable: y, x, z, w.